The following is a quantum chemistry calculation of ClH2NaO as an isolated structure, from the OMol25 dataset.

```
5
ClH2NaO, DFT ωB97M-V/def2-TZVPD
Na -3.498 -2.049 1.597
Cl -1.154 -0.731 0.515
O 1.621 0.818 -1.072
H 1.024 0.410 -0.445
H 2.007 1.552 -0.594
```

The calculation puts the LUMO energy at -1.65 eV. The value obtained for the calculated total energy is -19019.75391 eV. The value obtained for the HOMO energy is -8.567 eV.